88
Properties=species:S:1:pos:R:3:forces:R:3:lowdin_charge:R:1 method="wB97M-V/def2-TZVPD" total_charge=+2 e_tot_ha=-2311.72696 de_lowest_ev=0.000 e_homo_ev="-13.952 / -14.130" homo_lumo_gap_ev="5.701 / 6.076"
Sn 1.63833 2.00080 0.11732 -0.2 -0.4 -0.5 1.55
C -0.78482 -3.74516 4.57600 0.0 0.0 0.0 -0.05
C -0.85152 -3.38727 3.09043 0.0 0.0 0.0 -0.55
C 0.00084 -4.39681 2.30512 0.0 0.0 0.0 -0.03
C -2.31586 -3.47863 2.62473 0.0 0.0 0.0 -0.02
C -0.35892 -1.97492 2.80224 0.0 0.0 0.1 -0.09
C -0.27237 -1.53354 1.50603 0.0 0.1 -0.1 0.05
C 0.16082 -0.22791 1.25116 0.0 -0.2 0.1 -0.14
N 0.34373 0.34623 0.03672 -0.1 0.0 0.1 0.03
C -0.11191 0.00314 -1.18787 -0.2 -0.1 -0.1 -0.14
C -1.14580 -0.90672 -1.45830 0.1 0.1 0.1 0.05
C -1.51244 -1.13399 -2.75818 0.0 0.0 -0.1 -0.10
C -0.81330 -0.43679 -3.80276 -0.1 -0.1 0.1 0.07
C 0.17474 0.49157 -3.62873 0.0 0.0 0.0 -0.06
C 0.52247 0.76992 -2.27209 0.1 -0.2 0.0 -0.20
O 1.39597 1.65331 -1.93379 -0.3 0.2 0.0 -0.12
C 0.80360 1.13783 -4.87475 0.0 0.0 0.0 -0.53
C -0.30585 1.85105 -5.66343 0.0 0.0 0.0 -0.03
C 1.40837 0.01602 -5.73487 0.0 0.0 0.0 -0.03
C 1.91328 2.15632 -4.59464 0.0 0.0 0.0 -0.05
C -2.62043 -2.09256 -3.14672 0.0 0.0 0.0 -0.55
C -2.02195 -3.19113 -4.04370 0.0 0.0 0.0 -0.02
C -3.26252 -2.75239 -1.92700 0.0 0.0 0.0 -0.05
C -3.69987 -1.31905 -3.92271 0.0 0.0 0.0 -0.02
C 0.55644 0.64943 2.35248 0.0 0.1 -0.1 -0.22
O 0.96020 1.85684 2.03546 0.2 0.0 0.3 -0.14
C 0.47632 0.19927 3.69163 0.0 0.0 0.1 -0.06
C 0.01366 -1.08244 3.85881 0.0 0.0 0.0 0.10
C 0.89607 1.08194 4.86896 0.0 0.0 0.0 -0.53
C 0.68312 0.35927 6.20082 0.0 0.0 0.0 -0.05
C 2.38804 1.42509 4.74595 0.0 0.0 0.0 -0.03
C 0.05436 2.36836 4.88772 0.0 0.0 0.0 -0.03
H -1.14695 -4.76365 4.71083 0.0 0.0 0.0 0.10
H -1.41615 -3.09677 5.18623 0.0 0.0 0.0 0.09
H 0.23648 -3.70898 4.96026 0.0 0.0 0.0 0.10
H -0.33571 -5.40788 2.53461 0.0 0.0 0.0 0.10
H 1.05426 -4.32219 2.57918 0.0 0.0 0.0 0.10
H -0.08558 -4.26258 1.22599 0.0 0.0 0.0 0.08
H -2.70170 -4.47723 2.83142 0.0 0.0 0.0 0.10
H -2.40831 -3.30006 1.55146 0.0 0.0 0.0 0.07
H -2.94459 -2.75777 3.15021 0.0 0.0 0.0 0.10
H -0.48588 -2.20093 0.68705 0.0 0.0 0.0 0.11
H -1.66762 -1.38458 -0.64674 0.0 0.0 0.0 0.10
H -1.11219 -0.66248 -4.81712 0.0 0.0 0.0 0.11
H -1.07573 1.16127 -6.01123 0.0 0.0 0.0 0.08
H 0.12333 2.33221 -6.54250 0.0 0.0 0.0 0.10
H -0.78637 2.62262 -5.05803 0.0 0.0 0.0 0.09
H 0.66162 -0.71387 -6.04909 0.0 0.0 0.0 0.08
H 2.19594 -0.51195 -5.19451 0.0 0.0 0.0 0.10
H 1.84664 0.44541 -6.63599 0.0 0.0 0.0 0.10
H 1.54929 3.02357 -4.04461 0.0 0.0 0.0 0.08
H 2.29371 2.50871 -5.55351 0.0 0.0 0.0 0.10
H 2.74804 1.71846 -4.04910 0.0 0.0 0.0 0.09
H -1.22871 -3.73380 -3.52702 0.0 0.0 0.0 0.10
H -1.61710 -2.79312 -4.97450 0.0 0.0 0.0 0.08
H -2.80368 -3.90386 -4.30736 0.0 0.0 0.0 0.10
H -2.54244 -3.35314 -1.36578 0.0 0.0 0.0 0.09
H -4.05551 -3.42227 -2.25698 0.0 0.0 0.0 0.10
H -3.71509 -2.01960 -1.25494 0.0 0.0 0.0 0.09
H -3.31530 -0.88543 -4.84644 0.0 0.0 0.0 0.08
H -4.12412 -0.51718 -3.31567 0.0 0.0 0.0 0.10
H -4.50697 -2.00000 -4.19325 0.0 0.0 0.0 0.10
H -0.05173 -1.46472 4.86448 0.0 0.0 0.0 0.10
H 1.32009 -0.52250 6.29575 0.0 0.0 0.0 0.10
H -0.35724 0.06171 6.34637 0.0 0.0 0.0 0.10
H 0.94267 1.03674 7.01329 0.0 0.0 0.0 0.10
H 2.99517 0.52022 4.68218 0.0 0.0 0.0 0.10
H 2.70530 1.97724 5.63116 0.0 0.0 0.0 0.10
H 2.59001 2.04927 3.87779 0.0 0.0 0.0 0.06
H -1.01200 2.13644 4.92651 0.0 0.0 0.0 0.10
H 0.24584 2.99704 4.02068 0.0 0.0 0.0 0.07
H 0.29863 2.94487 5.78022 0.0 0.0 0.0 0.10
F 3.66914 0.35525 -0.96306 0.1 0.0 0.0 0.13
C 3.73535 1.40568 -0.14052 0.2 0.5 0.4 -0.45
F 4.47178 2.38193 -0.68550 0.0 -0.2 -0.1 0.12
C 4.33489 0.98951 1.21435 0.1 -0.1 -0.1 -0.61
F 3.51802 0.06915 1.75616 0.0 0.0 0.0 0.16
F 5.54325 0.48813 1.08556 -0.1 0.0 0.0 0.23
F 4.36110 2.06101 2.00640 0.0 0.0 0.0 0.17
N -0.77337 3.80999 -0.31209 0.0 0.0 0.0 0.05
C -1.21483 5.07014 -0.38922 0.0 0.0 0.0 -0.01
C -0.12367 5.91021 -0.28466 0.0 0.0 0.0 0.01
C 0.97049 5.07021 -0.14141 0.0 0.0 0.0 -0.05
N 0.56842 3.79100 -0.16417 0.3 0.2 0.2 -0.10
H -1.30844 2.95553 -0.34237 0.0 0.0 0.0 0.18
H -2.26451 5.28130 -0.51370 0.0 0.0 0.0 0.15
H -0.12514 6.98544 -0.30923 0.0 0.0 0.0 0.13
H 2.01437 5.31920 -0.02983 0.0 0.0 0.0 0.14

=====

88
Properties=species:S:1:pos:R:3:forces:R:3:lowdin_charge:R:1 method="wB97M-V/def2-TZVPD" total_charge=-2 e_tot_ha=-3423.63798 e_homo_ev=-1.351 homo_lumo_gap_ev=4.509
Pb 14.61117 13.89935 10.17619 0.3 0.3 -0.6 1.04
C 11.11753 13.24666 11.62351 1.1 0.7 1.7 -0.10
N 10.83218 14.64741 11.28951 -1.1 -1.2 -0.6 -0.15
C 9.53682 14.60082 10.64336 -1.0 0.2 -0.8 -0.22
C 9.27151 15.75095 9.68208 -0.9 0.0 -2.0 -0.12
N 8.12266 15.30317 8.78763 2.2 1.5 1.8 -0.21
C 6.81366 15.77678 8.96614 -1.0 1.0 1.4 -0.15
C 8.41676 14.69690 7.56263 -0.7 -0.9 0.5 -0.35
C 9.03932 15.37022 6.54944 0.9 1.9 -0.9 -0.10
C 9.20944 14.78489 5.28710 0.8 1.6 -0.7 -0.16
C 8.70888 13.50324 5.05694 0.1 0.3 -2.2 -0.18
C 8.01247 12.84368 6.02501 1.0 -2.0 1.7 -0.17
C 7.96507 13.36381 7.38739 -0.7 -0.7 -2.0 -0.72
S 7.22732 12.42443 8.61056 -0.2 -0.3 0.5 0.39
C 11.04968 15.64420 12.22396 0.5 0.6 1.4 -0.22
C 9.99230 16.57123 12.59398 2.0 -0.2 0.1 -0.03
C 10.19237 17.70973 13.41484 0.2 -2.1 -0.6 -0.11
C 11.45802 17.80201 13.94936 1.2 0.7 0.0 -0.16
C 12.48279 16.92250 13.61583 0.8 -1.0 0.2 -0.17
C 12.36063 15.75577 12.82608 -1.2 1.9 0.0 -0.59
S 13.86092 14.82734 12.64940 -0.2 0.1 0.0 0.41
H 10.51328 12.91130 12.48967 -0.2 0.0 -0.4 0.10
H 12.15250 13.15594 11.96018 -0.1 -0.2 -0.2 -0.01
H 10.92501 12.65242 10.75665 0.0 -0.5 -0.4 0.08
H 8.67282 14.61857 11.31946 0.1 -0.5 0.5 0.12
H 9.45323 13.62834 10.07038 0.0 1.4 0.4 0.10
H 10.13944 15.76878 9.00966 -0.1 0.6 0.4 0.07
H 9.11152 16.79956 10.12636 0.1 -1.7 -0.6 0.13
H 6.48218 15.78601 10.05838 0.5 -0.3 -1.1 0.09
H 6.19410 15.07892 8.43281 -0.8 -0.2 -0.1 0.05
H 6.58417 16.82993 8.61285 0.4 -0.6 -0.1 0.07
H 9.40140 16.45744 6.76724 -0.7 -2.0 -0.5 0.14
H 9.69406 15.42120 4.48118 -0.6 -1.1 0.9 0.09
H 8.79386 13.04099 4.01546 0.0 0.6 1.5 0.10
H 7.84851 11.71844 5.86267 -0.4 1.9 0.4 0.10
H 9.05086 16.36622 12.16279 -0.9 0.1 -0.2 0.06
H 9.38751 18.39521 13.65007 0.1 0.0 -0.1 0.09
H 11.80580 18.62722 14.55594 -0.4 0.3 0.2 0.08
H 13.51304 17.09864 13.98709 -0.9 0.1 0.0 0.08
C 16.98971 12.50543 12.22891 0.8 0.6 2.0 -0.23
Si 17.93955 13.74382 11.16499 -1.6 -0.3 -1.6 0.34
C 19.20732 12.63172 10.25232 -2.2 -1.3 0.1 -0.17
C 18.93289 14.79085 12.27018 1.2 1.2 -0.1 -0.19
N 16.78449 14.56199 10.12608 0.9 -0.8 1.1 -0.25
C 17.06143 15.69514 9.36986 -0.4 -1.2 0.4 -0.35
C 18.29213 16.30913 9.25426 1.9 -0.1 -0.4 -0.10
C 18.50782 17.49786 8.57221 -1.2 0.1 -0.3 -0.13
C 17.38679 18.08520 7.94468 1.7 -1.0 0.6 -0.12
C 16.20291 17.39009 7.92803 -0.7 0.2 -0.3 -0.07
C 15.99048 16.20230 8.62438 0.7 1.5 0.3 -0.38
N 14.77001 15.64208 8.69416 -0.3 -1.3 0.3 -0.22
Si 13.48085 16.09099 7.71370 -1.6 0.0 0.2 0.31
C 12.21496 14.73088 7.93911 -1.9 3.7 1.4 -0.19
C 12.63328 17.73730 8.13315 -0.9 -0.5 -0.7 -0.16
C 13.61002 16.29211 5.86713 0.8 -0.8 -1.6 -0.18
H 17.78948 11.96238 12.81258 -0.6 0.6 -0.3 0.04
H 16.58476 11.73748 11.62944 -0.8 -0.9 -0.8 -0.01
H 16.22088 12.86931 12.97960 0.8 -0.2 -1.0 0.03
H 19.15573 11.67822 10.83542 0.1 0.4 -0.7 0.03
H 20.13722 13.03138 10.44038 2.4 0.9 0.3 -0.03
H 19.11411 12.43463 9.16837 -0.2 0.1 0.6 0.03
H 19.69564 14.20171 12.77925 0.1 0.0 0.1 0.03
H 18.37058 15.34580 12.98044 -0.9 0.0 1.0 0.02
H 19.42055 15.64092 11.76316 0.2 -0.6 -0.2 0.03
H 19.23342 15.81593 9.54122 -0.7 -0.1 0.5 0.09
H 19.52605 17.87406 8.52760 -0.3 0.3 -0.1 0.08
H 17.51943 19.00265 7.45157 -0.1 1.1 -0.7 0.06
H 15.32961 17.74930 7.38558 0.3 0.4 0.0 0.07
H 11.23711 15.16250 7.47291 1.7 -1.6 0.6 0.04
H 12.04948 14.63880 9.04099 -0.2 0.1 -0.6 0.00
H 12.58636 13.82509 7.63779 0.4 -2.4 -1.4 -0.02
H 11.58429 17.64224 7.72610 0.9 0.3 0.3 0.03
H 13.12586 18.57149 7.65051 0.1 0.3 -0.3 0.01
H 12.54887 17.99887 9.16988 0.0 -0.1 0.7 0.02
H 14.03557 15.46634 5.22436 -0.4 0.4 0.9 0.02
H 14.15000 17.15867 5.49222 0.0 0.4 0.2 0.02
H 12.56945 16.39520 5.54947 -0.1 0.0 -0.1 0.02
I 14.94670 7.33931 4.82032 0.2 0.0 0.2 0.77
C 14.62287 9.42730 4.86158 -0.9 -1.0 -0.3 -0.80
C 15.21200 10.22004 5.82240 0.4 -0.3 -0.2 -0.14
C 14.96035 11.55730 5.73469 -0.3 2.2 -2.1 -0.05
C 14.16304 12.07351 4.65302 0.5 1.0 2.0 -0.03
C 13.55042 11.12024 3.88462 0.0 0.6 -0.1 -0.17
N 13.75244 9.80996 3.95384 0.6 -0.1 0.4 0.01
H 15.92200 9.79368 6.50312 0.1 0.0 0.4 0.09
H 15.50390 12.31680 6.26685 0.1 -0.1 0.8 0.11
H 13.97951 13.22159 4.54064 0.3 -2.5 0.2 0.13
H 12.87078 11.43813 3.15399 -1.0 0.3 -1.1 0.09